# 1
One molecule with the formula C4H4N2O. Source: the OMol25 dataset; level of theory: wB97M-V/def2-TZVPD.

The geometry in ORCA input format:
```
! RIJCOSX wB97M-V def2-TZVPD def2/J DEFGRID3
* xyz 0 1
O -2.821 -1.056 -0.024
C -2.133 -0.070 0.030
C -0.662 0.025 0.347
C 0.118 1.075 -0.011
N 1.430 1.017 -0.257
C 1.825 -0.247 -0.108
N 0.944 -1.175 0.173
H -2.614 0.934 -0.195
H -0.389 2.035 -0.063
H 2.901 -0.442 -0.224
H 1.401 -2.096 0.333
*
```

Calculated values
- Frontier orbital gap: 8.97 eV
- Relative energy (zero: lowest compared OMol25 entry of this formula, charge and spin): 331.9 kJ/mol
- Maximum force: 1.91 eV Å⁻¹

# 2
C8H9BrCoI2LuO4S as an isolated structure. Source: the OMol25 dataset; level of theory: wB97M-V/def2-TZVPD.

The geometry in ORCA input format:
```
! RIJCOSX wB97M-V def2-TZVPD def2/J DEFGRID3
* xyz 4 5
I -3.801 1.107 2.072
I -1.110 1.620 3.589
Co 0.721 -1.064 -0.226
Lu -0.904 0.823 0.864
S -0.817 -1.807 0.989
C -0.054 -0.581 -1.699
C 0.962 2.109 -2.438
C -1.956 -3.087 0.057
C -2.070 -4.173 1.122
C -1.300 -3.598 -1.211
C -3.271 -2.370 -0.197
C 1.705 -0.126 0.868
C 1.879 -2.175 -0.935
O 1.454 1.826 -3.427
O -0.490 -0.386 -2.775
O 2.565 0.263 1.546
O 2.550 -2.875 -1.576
H -2.618 -5.040 0.737
H -2.614 -3.797 1.995
H -1.073 -4.505 1.450
H -1.925 -4.390 -1.668
H -0.305 -4.023 -1.002
H -1.151 -2.805 -1.958
H -3.959 -3.044 -0.726
H -3.130 -1.495 -0.848
H -3.750 -2.031 0.733
Br -0.204 3.148 -0.105
*
```

Calculated values
- Frontier orbital gap (spin up / spin down): 6.49 / 5.77 eV
- Relative energy (zero: lowest compared OMol25 entry of this formula, charge and spin): 61.7 kJ/mol
- Maximum force: 10.57 eV Å⁻¹

Number 1: calculated total energy -339.4553 a.u.. Number 2: calculated total energy -6795.2052 a.u..